Molecular formula: C7H4NO2S
Method: DFT, ωB97M-V with the def2-TZVPD basis set

Geometry (Å):
1 C 3.00313 1.81531 0.13787
2 C 2.19241 0.93628 0.04229
3 C 1.30593 -1.41509 -0.02792
4 C 1.35271 -0.11467 -0.11752
5 C -0.72196 0.50211 0.27455
6 C -1.32952 -0.73051 0.13886
7 C -1.16018 1.80826 0.07105
8 N -2.60168 -1.04015 0.19852
9 O -2.45829 2.04912 -0.02986
10 O -0.42091 2.76807 -0.20548
11 S -0.27028 -2.15437 -0.13589
12 H 3.17072 2.83328 0.20633
13 H 2.07104 -2.18062 0.09232
14 H -2.92400 1.24829 0.23820
15 H -2.84249 -1.93033 -0.05447

Cartesian forces, eV/Å:
-0.19 0.25 0.06
0.87 -0.53 -0.21
-0.57 -1.06 -0.40
-4.35 1.36 1.41
3.84 -2.41 -0.31
-0.91 -1.15 -0.21
2.47 2.29 -1.96
0.41 4.04 0.77
-1.66 -0.19 0.65
-0.27 -0.81 0.73
0.02 -0.24 0.29
0.81 1.29 0.12
0.37 0.52 -0.20
-0.47 -0.58 -0.11
-0.35 -2.77 -0.62

Summary:
Electronic energy = -872.43840 hartree
HOMO level = -0.1407 Eh
Gap between HOMO and LUMO = 6.98 eV
M = 166.2 g/mol
Charge = -1
Energy above the lowest of the compared OMol25 structures with the same formula, charge and spin = 70.48 kcal/mol
Multiplicity = 1

Molecular formula: C7H56N2O24S
Method: DFT, ωB97M-V with the def2-TZVPD basis set

Geometry (Å):
1 C 1.57833 0.12692 -0.56010
2 O 1.18009 0.02212 -1.97326
3 C -0.25879 0.25443 -2.17004
4 O -0.61290 0.86656 -3.33298
5 N -1.37906 -0.15787 -1.24160
6 S -2.34466 1.31185 -0.95648
7 O -2.09979 -1.07798 -1.90707
8 C -3.16135 -1.66806 -1.07695
9 C -2.66163 -2.20846 0.39465
10 N -1.98527 -3.55754 0.28448
11 C -0.49087 -3.48868 0.51121
12 C 0.21333 -4.14440 -0.85598
13 C 1.72168 -3.50353 -1.05253
14 O -0.63288 -3.80301 -2.02211
15 H 0.82274 -0.33753 0.20323
16 H 2.58643 -0.50257 -0.45259
17 H 1.89320 1.24126 -0.27686
18 H -1.92248 1.83698 0.28170
19 H -4.12270 -0.97162 -0.96143
20 H -3.55823 -2.62477 -1.67005
21 H -3.65004 -2.35748 1.04136
22 H -1.99793 -1.45178 0.99570
23 H -2.39722 -4.22372 0.99289
24 H -0.06513 -2.41149 0.68721
25 H -0.13957 -4.14207 1.43238
26 H 0.30189 -5.32527 -0.74575
27 H 2.15078 -3.09264 -0.02545
28 H 1.63174 -2.68707 -1.88772
29 H 2.40946 -4.39327 -1.44598
30 H -0.18264 -4.14191 -2.86776
31 O 4.71120 -0.88764 -1.55343
32 H 4.20901 -0.68384 -2.35672
33 H 5.11167 -0.04054 -1.30641
34 O -5.77618 -0.43799 -0.08192
35 H -5.92204 0.24044 -0.75827
36 H -6.66990 -0.67811 0.20545
37 O 5.98951 1.79399 -0.93525
38 H 6.78596 1.45154 -1.36815
39 H 6.21483 2.71221 -0.72292
40 O -5.11049 2.44014 0.61091
41 H -4.31404 2.09770 0.17800
42 H -4.88517 3.35837 0.82323
43 O 4.27663 1.30739 -4.00439
44 H 4.13077 1.98583 -4.68074
45 H 3.38290 1.06728 -3.71702
46 O 7.48951 4.74157 -0.38052
47 H 8.28596 4.39913 -0.81343
48 H 7.71483 5.65980 -0.16820
49 O -7.20760 3.05751 -1.53413
50 H -6.54120 3.03048 -0.83115
51 H -7.76090 3.81875 -1.30312
52 O -7.69860 0.23710 1.99840
53 H -7.03220 0.21007 2.70138
54 H -8.25190 0.99834 2.22941
55 O 7.14790 1.83946 2.30648
56 H 6.92176 1.87897 1.36505
57 H 6.47463 1.25408 2.68466
58 O 6.86148 3.33731 -3.40013
59 H 6.26433 2.65397 -3.73994
60 H 6.51848 3.52859 -2.51427
61 O 8.36148 3.47231 -5.96513
62 H 7.76433 2.78897 -6.30494
63 H 8.01848 3.66359 -5.07927
64 O -3.61800 0.64371 3.08802
65 H -4.12019 0.84750 2.28474
66 H -3.21752 1.49081 3.33505
67 O 9.97149 3.12182 -0.67249
68 H 9.72083 2.42570 -0.04673
69 H 10.75197 3.52995 -0.26843
70 O -9.39337 2.55286 1.91440
71 H -9.36095 2.58604 0.94649
72 H -10.20138 3.03858 2.13842
73 O 1.74813 -5.94286 -2.76861
74 H 2.19487 -6.30554 -3.54828
75 H 0.85285 -6.31006 -2.81974
76 O -2.48546 -0.20891 5.75772
77 H -2.55319 -1.15823 5.93999
78 H -2.76550 -0.12733 4.83366
79 O -3.82353 0.12518 -4.06486
80 H -3.36660 -0.36510 -4.76475
81 H -3.31401 -0.07762 -3.26595
82 O -5.34197 0.13556 7.45279
83 H -4.54552 -0.20689 7.01988
84 H -5.11665 1.05378 7.66511
85 O 0.18473 -1.50702 6.28835
86 H -0.55680 -0.88628 6.22649
87 H -0.23207 -2.34567 6.53722
88 O 0.06092 -2.17612 2.97729
89 H 0.72732 -2.20315 3.68027
90 H -0.49238 -1.41488 3.20830

Cartesian forces, eV/Å:
2.13 -0.47 1.71
-4.57 0.70 1.61
-0.37 3.30 -7.56
2.64 -4.18 7.47
3.33 2.06 1.61
0.20 1.02 0.36
-2.00 -1.51 -0.74
-1.54 -1.51 1.19
-1.20 -0.11 0.32
0.38 0.81 2.11
0.89 -1.26 -1.37
0.90 0.48 0.59
-0.14 -1.25 -0.08
1.75 -1.13 -0.30
1.15 1.06 -1.71
-2.29 1.32 -0.44
-1.09 -2.27 -0.76
0.03 -1.27 -1.03
2.64 -1.29 -0.24
1.32 2.17 1.13
1.93 0.49 -1.53
-1.24 -1.17 -1.37
0.63 1.30 -1.09
-1.11 -2.07 -0.53
-0.75 1.37 -1.93
-0.31 2.45 -0.13
-0.92 -0.71 -2.25
0.32 -1.36 1.80
-1.34 2.37 0.96
-0.66 0.75 2.09
-0.12 0.24 -0.15
0.29 -0.13 0.22
-0.21 -0.09 -0.05
-0.33 0.09 -0.26
-0.08 -0.13 0.22
0.17 0.27 0.19
0.48 0.07 0.15
-0.15 0.10 -0.01
-0.12 -0.05 0.17
0.24 0.48 0.16
-0.22 -0.21 -0.13
-0.07 -0.19 0.01
-0.19 0.24 -0.17
-0.07 -0.27 0.16
0.15 0.14 -0.05
0.06 0.14 -0.21
0.15 -0.11 0.17
-0.25 -0.35 -0.05
-0.21 0.38 0.35
-0.01 -0.23 -0.05
0.20 -0.26 -0.21
0.15 0.03 0.47
-0.17 -0.05 -0.32
-0.08 -0.09 -0.11
-0.26 -0.20 -0.19
-0.04 -0.03 0.25
0.27 0.20 -0.13
-0.22 -0.17 0.10
0.05 0.07 0.25
0.10 0.16 -0.46
-0.33 -0.23 -0.03
0.29 0.27 0.09
0.07 -0.03 -0.05
0.30 0.42 0.05
-0.10 -0.19 0.04
-0.21 -0.19 -0.10
0.12 -0.06 0.32
0.06 0.21 -0.14
-0.24 -0.11 -0.18
-0.34 0.37 -0.35
0.10 -0.11 0.22
0.29 -0.25 0.06
-0.26 -0.52 -0.66
-0.08 0.12 0.25
0.26 0.04 0.10
0.01 -0.44 0.09
-0.13 0.24 -0.12
-0.17 0.00 -0.04
0.02 -0.20 -0.07
-0.11 0.23 0.32
0.06 -0.07 -0.36
0.30 0.20 -0.03
-0.18 0.24 0.06
-0.08 -0.36 -0.08
-0.33 -0.29 0.00
0.18 0.10 -0.05
0.28 0.23 -0.05
0.06 0.42 0.51
-0.24 0.08 -0.04
0.19 -0.25 0.01

Summary:
Electronic energy = -2613.45297 hartree
HOMO level = -0.3089 Eh
Gap between HOMO and LUMO = 7.97 eV
M = 584.6 g/mol
Charge = 0
Energy above the lowest of the compared OMol25 structures with the same formula, charge and spin = 124.65 kcal/mol
Multiplicity = 1

Molecular formula: C7H5BCl4NO3
Method: DFT, ωB97M-V with the def2-TZVPD basis set

Geometry (Å):
1 N -0.94408 0.17514 1.81928
2 O -0.87524 -0.94909 2.38306
3 O -2.05921 0.76647 1.89284
4 Cl 0.91014 4.30162 1.29075
5 B 1.50423 2.57269 1.69571
6 Cl 3.31634 2.25696 1.32963
7 Cl 1.14197 2.17439 3.50806
8 O 0.76107 1.68685 0.74639
9 C 0.55823 0.40750 0.95532
10 C 0.06478 -0.42157 -0.20868
11 C 0.36119 -1.78225 -0.40609
12 C -0.14296 -2.44744 -1.52649
13 C -0.90298 -1.74062 -2.47145
14 Cl -1.53973 -2.53968 -3.84508
15 C -1.11840 -0.36428 -2.31772
16 C -0.60506 0.29848 -1.20687
17 H 1.06622 -0.13933 1.80099
18 H 0.94102 -2.30485 0.35605
19 H 0.02390 -3.50941 -1.67253
20 H -1.69274 0.18968 -3.04843
21 H -0.76868 1.36875 -1.07474

Cartesian forces, eV/Å:
-3.77 -2.10 2.69
0.51 1.74 -0.91
3.50 -0.15 -1.12
0.39 -0.39 0.11
-0.33 -0.27 -0.21
-0.07 0.29 0.17
0.07 0.00 -0.58
0.18 -0.25 -0.01
-1.64 -0.45 1.80
1.36 0.58 -1.42
-0.46 0.61 0.24
-0.25 0.38 -0.11
0.67 0.86 1.22
-0.24 -0.39 -0.51
0.16 -0.33 0.19
-0.28 -0.54 0.12
0.22 0.71 -1.30
-0.19 0.04 -0.28
0.06 0.13 0.03
0.04 -0.11 -0.09
0.07 -0.33 -0.03

Summary:
Electronic energy = -2415.99968 hartree
HOMO level = -0.2403 Eh
Gap between HOMO and LUMO = 9.14 eV
M = 303.7 g/mol
Charge = -1
Energy above the lowest of the compared OMol25 structures with the same formula, charge and spin = 0.00 kcal/mol
Multiplicity = 1

Molecular formula: C7H5Cl2N
Method: DFT, ωB97M-V with the def2-TZVPD basis set

Geometry (Å):
1 C 0.40709 -0.43554 0.21010
2 C 1.42155 -1.28908 -0.10124
3 C -0.50683 0.23168 0.65667
4 C 3.12442 1.30096 0.18529
5 C 2.86750 -1.07172 -0.18830
6 C 2.09257 -1.71853 -1.33616
7 C -1.54081 1.12322 1.10949
8 N 3.34151 0.20661 -0.33968
9 Cl 3.89514 2.73558 -0.09333
10 Cl 4.03540 -2.05712 0.70800
11 H 2.30422 -2.77455 -1.43873
12 H 1.96278 -1.19474 -2.27804
13 H -1.85689 0.86190 2.11975
14 H -2.39525 1.09146 0.43590
15 H -1.14087 2.13779 1.12312

Cartesian forces, eV/Å:
-0.52 -0.01 0.55
0.36 -0.10 -0.30
0.65 -0.25 -0.46
-0.76 -2.15 0.03
-0.67 -1.00 0.16
0.21 -0.14 0.16
-0.18 0.20 0.09
0.74 2.17 -0.14
0.65 1.17 -0.28
-0.15 -0.12 -0.02
0.02 -0.11 -0.01
-0.04 0.17 0.09
-0.09 0.05 0.00
-0.11 0.04 0.07
-0.12 0.08 0.07

Summary:
Electronic energy = -1244.64662 hartree
HOMO level (spin up / spin down) = -0.2983 / -0.2980 Eh
Gap between HOMO and LUMO (spin up / spin down) = 7.15 / 7.32 eV
M = 174.0 g/mol
Charge = 0
Energy above the lowest of the compared OMol25 structures with the same formula, charge and spin = 111.90 kcal/mol
Multiplicity = 1

Molecular formula: C7H5Cl3CrNO8SSi
Method: DFT, ωB97M-V with the def2-TZVPD basis set

Geometry (Å):
1 Cr -0.45423 0.62087 -0.39813
2 O -3.11444 -1.72242 1.71851
3 C -2.03891 -1.01822 1.31848
4 O -1.68908 -1.05357 0.10982
5 C -1.29785 -0.28788 2.27461
6 C -1.33463 -0.20482 3.69345
7 C -0.27380 0.34256 4.35576
8 C 0.89768 0.80018 3.65723
9 C 0.80868 0.76518 2.28793
10 N -0.25545 0.32408 1.64841
11 C 1.87566 1.00821 1.24376
12 O 3.02624 1.56234 1.59731
13 O 1.68712 0.62778 0.10434
14 H -3.49552 -2.10014 0.91247
15 H -2.18648 -0.58712 4.23942
16 H -0.29292 0.40011 5.43625
17 H 1.77937 1.11280 4.19810
18 H 2.96857 1.85760 2.51505
19 Cl 1.63177 0.04190 -3.57310
20 Si -0.34463 0.25197 -2.83308
21 Cl -1.17533 1.66415 -4.11445
22 Cl -1.25861 -1.55478 -3.47384
23 O -1.55036 3.20114 1.18622
24 S -1.53078 2.94351 -0.23822
25 O -2.16681 1.55501 -0.50898
26 O -0.08666 2.53293 -0.64560
27 O -2.07060 3.97434 -1.06871

Cartesian forces, eV/Å:
-0.62 0.28 -0.28
0.02 0.02 -0.02
-0.19 -0.14 0.10
0.10 0.06 -0.09
0.29 0.16 0.10
-0.11 -0.08 0.06
0.16 0.06 -0.01
-0.32 -0.13 0.02
0.20 0.01 -0.34
-0.02 0.19 -0.20
-0.29 -0.06 0.29
0.04 -0.01 -0.07
0.37 0.08 0.00
0.02 0.02 0.02
0.00 -0.01 0.00
-0.02 0.00 0.00
0.03 0.00 -0.01
-0.02 0.01 0.02
-0.18 0.01 0.09
0.09 -0.27 -0.38
0.03 -0.03 0.12
0.10 0.17 0.07
-0.07 0.13 -0.07
0.27 -0.21 0.39
0.19 -0.06 0.16
-0.07 -0.12 0.27
0.02 -0.08 -0.23

Summary:
Electronic energy = -4039.50317 hartree
HOMO level (spin up / spin down) = -0.1410 / -0.2157 Eh
Gap between HOMO and LUMO (spin up / spin down) = 6.05 / 7.95 eV
M = 449.6 g/mol
Charge = -1
Multiplicity = 5

Molecular formula: C7H5Cl3MoNS4SbSi
Method: DFT, ωB97M-V with the def2-TZVPD basis set

Geometry (Å):
1 Mo -0.02914 2.30647 1.52685
2 S -1.11978 -1.54656 3.80404
3 Sb -1.38900 0.45894 4.47337
4 S 1.28694 1.91133 3.07337
5 S -2.02285 1.73076 2.18393
6 S -1.52114 2.04630 5.89966
7 Cl 0.37308 5.83128 3.41936
8 Si -0.70936 4.65649 2.25536
9 Cl 0.97485 3.55659 -0.06637
10 Cl -2.38180 5.49056 1.61347
11 N 0.08705 0.70432 0.15074
12 C 0.21188 -0.15973 -0.60230
13 C 0.37386 -1.23111 -1.52424
14 C 1.66988 -1.59597 -1.90268
15 C 1.82757 -2.66597 -2.76175
16 C 0.70785 -3.34657 -3.22918
17 C -0.57878 -2.96265 -2.86248
18 C -0.75826 -1.89774 -2.00256
19 H 2.52616 -1.04876 -1.53220
20 H 2.81836 -2.96983 -3.06816
21 H 0.83964 -4.19072 -3.89325
22 H -1.43690 -3.49602 -3.24625
23 H -1.75012 -1.58142 -1.70873

Cartesian forces, eV/Å:
-0.09 -0.64 0.95
0.08 -0.67 -0.18
-0.09 0.15 -0.14
-0.32 0.30 -0.37
-0.01 0.18 -0.09
-0.04 0.45 0.45
0.00 0.04 -0.01
0.34 -0.27 -0.11
-0.04 0.38 -0.25
0.00 0.01 -0.05
0.18 0.13 -0.10
0.04 -0.33 -0.41
-0.05 0.41 0.39
0.13 -0.08 -0.08
-0.03 0.06 0.04
0.00 -0.04 -0.04
0.01 0.04 0.03
-0.11 -0.10 -0.06
0.00 -0.02 0.02
0.00 -0.01 0.00
0.00 0.02 -0.01
0.01 0.00 0.00
0.01 -0.02 0.02

Summary:
Electronic energy = -3895.26950 hartree
HOMO level = -0.5678 Eh
Gap between HOMO and LUMO = 6.07 eV
M = 583.5 g/mol
Charge = +2
Energy above the lowest of the compared OMol25 structures with the same formula, charge and spin = 11.85 kcal/mol
Multiplicity = 1